one.
C8H8N2O | wB97M-V/def2-TZVPD

As for the net charge: 0. The LUMO energy comes out at 0.59 eV. Its SMILES is C=C[C@H]1OCCC1(C#N)C#N. The calculation puts the HOMO energy at -10.4 eV.

XYZ file:
```
19
Properties=species:S:1:pos:R:3:mulliken_charge:R:1
C 1.09 2.59 0.08 -0.92
C 0.69 1.34 0.39 -0.07
C -0.03 0.42 -0.64 -0.12
O 0.80 -0.68 -0.96 -0.44
C 0.68 -1.56 0.09 -0.50
C -0.86 -1.63 0.34 -0.74
C -1.34 -0.25 0.08 1.72
C -1.77 0.41 1.36 -0.24
N -2.27 0.91 2.25 -0.46
C -2.45 -0.11 -0.77 -0.30
N -3.39 0.09 -1.43 -0.48
H 1.54 3.30 0.83 0.23
H 0.90 3.11 -0.80 0.30
H 1.06 0.78 1.22 0.27
H -0.37 1.15 -1.42 0.46
H 1.27 -1.47 0.98 0.27
H 1.15 -2.47 -0.37 0.34
H -1.29 -2.35 -0.45 0.32
H -1.03 -1.91 1.33 0.34
```

***

two.
C8H8N2O | wB97M-V/def2-TZVPD

As for the net charge: 0. The LUMO energy comes out at 0.50 eV. Its SMILES is COc1ccc2[nH]ncc2c1. The calculation puts the HOMO energy at -8.1 eV.

XYZ file:
```
19
Properties=species:S:1:pos:R:3:mulliken_charge:R:1
C -1.15 -1.46 2.49 -0.54
O -1.73 -1.75 1.15 -0.45
C -0.86 -0.80 0.34 0.46
C -1.01 -1.14 -1.02 -0.55
C -0.25 -0.50 -2.01 -0.68
C 0.67 0.58 -1.51 0.10
N 1.66 1.26 -2.04 0.13
N 2.09 2.31 -1.19 -0.67
C 1.69 1.98 -0.03 -0.56
C 0.71 0.77 -0.26 1.11
C -0.23 0.46 0.72 -0.88
H 0.11 -1.10 2.28 0.26
H -1.85 -0.48 2.55 0.24
H -1.16 -2.49 3.26 0.24
H -1.66 -1.87 -1.21 0.60
H -0.57 -0.71 -3.05 0.29
H 1.78 1.37 -2.92 0.14
H 2.13 2.35 0.83 0.49
H -0.37 1.21 1.62 0.27
```

***

Ranking the structures above by energy, one is first and the second is 81.7 kcal/mol behind.